1.
# C42H40BrIN6O3PbS

A molecular structure, C42H40BrIN6O3PbS (wB97M-V/def2-TZVPD, the Open Molecules 2025 dataset).

Summary:
**2S+1**: 1
**Kohn-Sham gap**: 5.720 eV
**E_LUMO**: -0.86 eV

Structure (XYZ):
```
95
Properties=species:S:1:pos:R:3:forces:R:3:lowdin_charge:R:1
Pb -0.200 -1.133 0.684 -0.023 0.490 -0.262 1.29
Br -7.796 -3.164 1.800 0.029 0.005 0.004 0.74
C -5.911 -3.279 1.657 -0.045 0.007 0.029 -0.69
C -5.196 -2.202 1.158 0.002 -0.002 -0.008 -0.11
C -3.819 -2.291 1.060 0.140 0.080 -0.118 -0.03
C -3.152 -3.456 1.435 -0.165 -0.130 0.045 -0.27
C -3.890 -4.518 1.960 0.108 -0.001 -0.016 -0.02
C -5.268 -4.432 2.073 0.039 -0.026 -0.014 -0.12
N -1.747 -3.483 1.354 -0.088 -0.034 0.457 0.04
C -1.118 -4.542 1.083 -0.058 -0.106 -0.212 -0.10
C 0.361 -4.584 1.090 0.239 0.032 -0.007 -0.27
C 1.001 -5.799 0.884 -0.102 -0.083 -0.013 -0.02
C 2.385 -5.847 0.904 0.042 0.013 0.000 -0.05
C 3.089 -4.678 1.129 0.009 -0.104 -0.026 -0.04
C 2.374 -3.501 1.301 -0.054 0.134 -0.027 -0.11
N 1.047 -3.445 1.280 -0.152 -0.268 0.137 0.04
H -5.706 -1.297 0.858 0.008 -0.016 -0.013 0.11
H -3.248 -1.453 0.674 -0.029 -0.013 0.048 0.05
H -3.378 -5.404 2.316 -0.025 0.014 0.002 0.11
H -5.834 -5.254 2.489 -0.013 0.010 -0.009 0.10
H -1.629 -5.467 0.792 0.064 -0.050 0.043 0.13
H 0.412 -6.691 0.711 0.022 0.014 0.002 0.12
H 2.904 -6.783 0.744 -0.004 -0.004 0.017 0.11
H 4.169 -4.671 1.166 -0.013 0.035 -0.014 0.11
H 2.888 -2.559 1.456 -0.031 -0.020 -0.031 0.10
C 3.904 10.031 0.950 -0.018 0.024 0.022 -0.08
C 3.388 8.615 0.929 -0.074 -0.071 0.002 -0.75
O 4.068 7.652 0.711 0.011 0.045 0.023 0.04
S 1.630 8.535 1.290 -0.077 -0.030 -0.014 1.00
C 1.387 6.782 1.405 0.128 0.115 -0.009 -0.55
C 1.464 5.986 0.269 -0.059 -0.088 0.032 -0.09
C 1.402 4.609 0.386 0.009 0.017 0.003 -0.02
C 1.269 4.004 1.642 0.031 -0.006 0.003 -0.24
C 1.111 4.822 2.767 0.021 -0.003 -0.025 -0.03
C 1.180 6.200 2.651 -0.054 -0.058 -0.045 -0.10
C 1.343 2.582 1.773 -0.011 0.075 0.016 -0.03
C 1.490 1.389 1.909 -0.046 0.024 -0.104 -0.19
H 4.736 10.129 0.255 -0.014 -0.028 -0.016 0.08
H 4.266 10.244 1.958 -0.010 0.000 -0.009 0.09
H 3.118 10.746 0.711 0.024 0.010 0.001 0.06
H 1.581 6.448 -0.703 0.048 -0.018 0.008 0.11
H 1.470 3.983 -0.495 0.010 0.019 0.027 0.10
H 0.967 4.359 3.734 0.025 0.024 0.009 0.11
H 1.082 6.832 3.524 0.063 -0.035 0.009 0.10
O 0.099 0.751 -2.988 -0.313 0.124 -0.044 0.00
C -0.925 0.355 -2.407 0.095 -0.096 0.167 -0.61
O -1.127 0.341 -1.150 0.105 0.144 -0.207 -0.29
C -2.038 -0.221 -3.265 -0.038 -0.006 -0.022 -0.14
C -2.063 0.032 -4.632 -0.019 -0.033 -0.040 -0.03
C -3.067 -0.504 -5.428 0.007 0.020 0.010 -0.09
C -4.050 -1.309 -4.866 0.033 0.007 0.030 -0.10
C -4.023 -1.576 -3.503 0.028 0.018 0.001 -0.08
C -3.022 -1.031 -2.710 -0.054 -0.019 0.018 -0.03
H -1.286 0.655 -5.056 -0.001 -0.008 0.020 0.11
H -3.084 -0.290 -6.490 -0.008 -0.010 0.015 0.10
H -4.833 -1.726 -5.487 0.006 0.001 0.004 0.10
H -4.785 -2.204 -3.055 0.018 0.001 -0.023 0.10
H -2.992 -1.231 -1.646 0.000 0.045 -0.001 0.09
C 3.755 1.257 -2.916 -0.068 -0.046 0.028 -0.16
C 2.774 1.653 -1.834 0.025 -0.062 0.033 -0.19
N 2.331 0.436 -1.164 -0.054 -0.072 -0.118 0.09
C 1.933 -0.658 -1.891 0.283 -0.009 0.090 -0.39
N 1.196 -1.561 -1.296 0.148 0.052 0.123 -0.06
C 0.712 -2.701 -2.064 -0.011 0.139 0.008 -0.23
C 1.673 -3.101 -3.167 -0.024 0.072 0.044 -0.15
C 1.935 -1.860 -3.994 -0.012 -0.008 0.088 -0.15
N 2.472 -0.814 -3.138 0.063 0.024 -0.044 -0.04
C 3.021 0.330 -3.862 -0.070 0.031 0.048 -0.16
H 4.603 0.733 -2.468 0.045 0.052 -0.021 0.12
H 4.125 2.132 -3.450 -0.028 -0.001 -0.017 0.12
H 1.917 2.168 -2.279 0.011 0.016 0.027 0.11
H 3.232 2.299 -1.085 0.036 -0.027 0.042 0.12
H 1.705 0.627 -0.395 0.041 0.012 -0.008 0.06
H -0.261 -2.453 -2.512 -0.025 -0.059 0.029 0.12
H 0.547 -3.535 -1.378 -0.010 -0.034 0.024 0.09
H 1.247 -3.894 -3.784 0.003 0.005 -0.014 0.12
H 2.611 -3.460 -2.732 -0.006 -0.027 -0.031 0.12
H 1.002 -1.520 -4.461 0.014 0.038 -0.047 0.13
H 2.664 -2.050 -4.782 0.030 -0.003 -0.023 0.12
H 2.207 0.875 -4.355 0.005 -0.051 -0.024 0.12
H 3.691 -0.060 -4.629 0.020 -0.046 -0.013 0.12
C 1.609 -0.034 1.938 -0.054 -0.249 -0.216 -0.34
H 1.565 -0.454 2.944 -0.024 0.010 -0.017 0.03
H 2.512 -0.359 1.416 0.011 0.001 0.120 0.02
I -2.243 1.549 1.672 -0.143 -0.018 0.154 1.02
C -2.127 0.538 3.509 -0.001 0.074 0.002 -0.75
C -2.633 1.115 4.667 -0.041 0.016 0.003 -0.12
C -2.516 0.400 5.846 -0.021 0.046 0.002 -0.07
C -1.911 -0.849 5.827 0.035 -0.067 0.004 -0.06
C -1.442 -1.330 4.618 -0.009 0.077 -0.057 -0.13
N -1.547 -0.646 3.476 0.068 -0.076 -0.076 -0.02
H -3.104 2.087 4.638 0.029 -0.007 -0.004 0.09
H -2.893 0.817 6.771 0.000 -0.015 -0.015 0.11
H -1.802 -1.436 6.729 -0.003 0.014 -0.021 0.10
H -0.956 -2.298 4.542 -0.028 0.017 0.021 0.11
```
Forces are in eV/Å.

2.
# C14H14O6

C14H14O6 in the gas phase (wB97M-V/def2-TZVPD, the Open Molecules 2025 dataset).

Summary:
**2S+1**: 1
**Kohn-Sham gap**: 8.753 eV
**E_LUMO**: 0.04 eV
**SMILES**: CCOC(=O)C(=O)CC(=O)c1ccc2c(c1)OCCO2

Structure (XYZ):
```
34
Properties=species:S:1:pos:R:3:forces:R:3:lowdin_charge:R:1
C 6.036 0.801 1.206 -0.403 -0.029 -0.042 -0.06
C 4.620 0.865 1.758 0.426 0.322 0.256 -0.20
O 3.665 0.420 0.786 -0.109 -0.378 -0.067 0.03
C 3.277 1.294 -0.121 0.185 0.021 0.057 -0.44
O 3.643 2.438 -0.213 -0.075 -0.132 -0.073 0.14
C 2.258 0.670 -1.088 0.010 0.066 -0.119 -0.28
O 2.415 -0.414 -1.584 0.115 0.180 0.114 0.15
C 1.072 1.564 -1.319 -0.151 0.132 0.035 -0.02
C 0.094 1.308 -0.160 0.255 0.149 -0.381 -0.34
O 0.218 1.897 0.886 0.024 0.085 0.110 0.12
C -0.973 0.324 -0.411 -0.599 -0.345 0.222 -0.15
C -0.885 -0.672 -1.386 0.000 0.179 0.118 -0.02
C -1.928 -1.554 -1.565 -0.290 -0.057 0.114 0.02
C -3.083 -1.459 -0.794 0.130 0.173 0.017 -0.19
C -3.158 -0.494 0.222 0.116 -0.117 -0.073 -0.19
C -2.105 0.385 0.402 -0.008 -0.135 -0.147 0.08
O -4.244 -0.399 1.049 0.194 0.283 -0.096 -0.02
C -5.078 -1.536 1.010 -0.215 -0.439 -0.281 -0.15
C -5.327 -1.956 -0.437 -0.317 0.268 0.443 -0.14
O -4.110 -2.316 -1.056 0.387 -0.056 -0.066 -0.02
H 6.260 -0.205 0.862 0.065 -0.079 -0.001 0.08
H 6.144 1.492 0.374 0.053 0.045 -0.030 0.08
H 6.741 1.076 1.985 0.096 0.023 0.078 0.08
H 4.492 0.189 2.605 -0.038 0.108 -0.111 0.13
H 4.369 1.889 2.051 -0.010 -0.193 0.026 0.13
H 0.602 1.352 -2.276 0.109 -0.018 0.005 0.13
H 1.403 2.602 -1.252 -0.097 -0.077 -0.015 0.13
H 0.005 -0.787 -1.984 0.102 0.036 -0.098 0.10
H -1.882 -2.329 -2.314 0.004 -0.096 -0.099 0.12
H -2.169 1.131 1.178 -0.003 0.078 0.108 0.14
H -4.604 -2.367 1.552 -0.063 0.093 -0.020 0.14
H -6.007 -1.256 1.508 0.057 -0.084 -0.054 0.13
H -5.787 -1.121 -0.982 0.030 -0.113 0.035 0.14
H -5.974 -2.832 -0.493 0.019 0.107 0.032 0.13
```
Forces are in eV/Å.

3.
# C5H8O2

C5H8O2 in the gas phase (wB97M-V/def2-TZVPD, the Open Molecules 2025 dataset).

Summary:
**2S+1**: 1
**Kohn-Sham gap (alpha / beta)**: 7.945 / 7.805 eV
**E_LUMO (alpha / beta)**: 0.77 / 0.71 eV

Structure (XYZ):
```
15
Properties=species:S:1:pos:R:3:forces:R:3:lowdin_charge:R:1
O -1.808 0.166 1.471 0.122 0.148 -0.212 0.00
C -1.182 0.043 0.249 -1.215 -0.069 0.006 -0.19
C -0.014 -0.790 0.210 1.319 -0.842 0.108 -0.27
C 1.124 -0.369 1.251 -0.358 -0.322 0.130 -0.06
C 1.540 0.550 0.136 0.291 -0.106 -0.079 -0.30
O 0.758 1.655 0.231 -0.033 1.283 -0.354 0.00
C 1.005 -0.368 -0.927 -0.363 -0.312 -0.119 -0.08
H -2.435 0.896 1.427 0.016 -0.128 0.029 0.10
H -1.812 0.137 -0.637 0.071 0.053 0.138 0.12
H 0.230 1.776 -0.582 0.394 0.087 0.342 0.11
H -0.178 -1.869 0.232 -0.260 -0.026 -0.014 0.14
H 0.794 0.098 2.179 0.088 -0.049 -0.129 0.11
H 1.795 -1.212 1.432 -0.084 0.152 -0.040 0.11
H 0.604 0.089 -1.839 0.058 -0.027 0.131 0.11
H 1.653 -1.208 -1.186 -0.047 0.159 0.064 0.11
```
Forces are in eV/Å.

4.
# C24H69N9O8

8 unconnected molecules or ions with the total composition C24H69N9O8 (wB97M-V/def2-TZVPD, the Open Molecules 2025 dataset).

Summary:
**2S+1**: 1
**Kohn-Sham gap**: 8.905 eV
**E_LUMO**: 0.02 eV
**SMILES**: COC[C@H](C)N.COC[C@H](C)N.COC[C@H](C)N.COC[C@H](C)N.COC[C@H](C)N.NC(N)=O.NC(N)=O.CCO

Structure (XYZ):
```
110
Properties=species:S:1:pos:R:3:forces:R:3:lowdin_charge:R:1
C -0.529 -0.229 -0.390 -0.685 0.064 -0.348 -0.08
O -1.587 0.087 0.558 1.958 0.648 0.879 -0.20
C -1.032 0.514 1.837 -0.249 -1.517 1.586 -0.16
C -0.655 -0.730 2.708 -0.881 1.065 0.232 -0.41
C -1.906 -1.539 3.116 0.504 -1.584 -1.092 -0.06
N -0.083 -0.291 3.987 -0.273 0.186 -0.431 0.05
H -0.096 0.652 -0.863 -0.134 0.403 0.234 0.07
H -0.997 -0.800 -1.192 -0.136 -0.023 0.050 0.08
H 0.320 -0.821 -0.050 -0.244 -0.101 0.714 0.08
H -0.230 1.251 1.883 0.568 -0.152 -1.198 0.11
H -1.706 0.981 2.555 -1.220 0.260 -0.951 0.12
H 0.079 -1.310 2.149 -0.224 -0.569 -0.118 0.12
H -1.592 -2.263 3.869 0.035 0.038 0.285 0.05
H -2.211 -2.190 2.297 -0.075 0.019 -0.334 0.06
H -2.841 -1.106 3.472 0.520 0.922 0.026 0.09
H 0.686 0.347 3.837 0.392 -0.096 -0.071 0.03
H 0.281 -1.140 4.397 0.228 0.135 0.386 0.05
C -4.032 -1.161 -0.715 -0.345 -0.942 -1.435 -0.07
O -5.306 -1.711 -1.241 0.454 0.661 0.823 -0.20
C -5.804 -1.034 -2.420 2.298 -1.209 -0.101 -0.15
C -4.896 -1.491 -3.642 -1.364 0.740 0.523 -0.47
C -5.219 -0.617 -4.740 0.519 3.380 -2.316 -0.13
N -5.176 -2.842 -4.085 0.953 -0.583 1.156 0.05
H -3.185 -1.588 -1.252 -0.032 -0.149 -0.682 0.06
H -3.768 -1.509 0.284 -1.109 0.333 0.286 0.07
H -3.921 -0.086 -0.858 -0.532 0.103 0.394 0.07
H -6.800 -1.357 -2.723 -0.168 -0.351 0.721 0.12
H -5.856 0.033 -2.205 0.358 0.223 -0.361 0.12
H -3.846 -1.231 -3.507 0.267 -0.968 0.802 0.13
H -4.525 -0.629 -5.581 -0.334 -1.427 -0.656 0.09
H -4.855 0.387 -4.520 -0.769 0.631 0.861 0.06
H -6.256 -0.531 -5.063 -0.027 -0.264 -0.049 0.09
H -5.337 -3.395 -3.256 -0.100 -0.502 -0.085 0.07
H -5.967 -2.920 -4.709 -0.100 0.295 0.118 0.07
C 5.649 6.001 0.012 -1.699 0.705 -1.057 -0.03
O 4.503 6.091 -0.928 1.392 0.132 1.224 -0.17
C 3.746 4.970 -0.834 -2.253 -3.439 -0.143 -0.28
C 2.597 4.914 0.206 -0.434 1.173 1.092 -0.44
C 1.612 3.758 0.125 0.665 -0.050 -0.816 -0.06
N 1.868 6.170 0.099 -0.151 0.509 -0.101 0.04
H 6.194 6.860 -0.378 0.756 -0.406 0.810 0.10
H 6.111 5.014 -0.012 0.365 0.164 -0.684 0.08
H 5.293 6.083 1.039 0.005 0.591 0.046 0.08
H 3.171 4.743 -1.732 0.116 0.768 -0.794 0.12
H 4.326 4.049 -0.773 0.641 -0.119 0.375 0.12
H 2.921 4.936 1.247 0.728 -0.221 0.107 0.12
H 0.769 3.823 0.814 0.422 0.181 0.438 0.08
H 2.190 2.845 0.269 -0.403 -0.354 -0.045 0.08
H 1.127 3.758 -0.851 0.169 -0.260 -0.376 0.05
H 1.278 6.157 -0.721 -0.329 -0.148 -0.252 0.05
H 2.588 6.832 -0.152 -0.036 0.712 0.180 0.06
C 0.557 4.808 -3.830 -0.482 0.368 1.302 -0.10
O -0.873 4.743 -3.912 -0.004 -0.152 0.483 -0.19
C -1.484 4.340 -2.658 0.036 -1.223 -0.802 -0.17
C -1.565 2.779 -2.473 -1.993 -0.967 -0.275 -0.38
C -2.302 2.108 -3.708 1.185 0.298 -0.153 -0.05
N -2.412 2.480 -1.293 -0.063 1.212 -0.241 0.04
H 1.094 5.128 -4.723 -0.750 -0.565 -0.517 0.09
H 0.940 3.880 -3.406 0.288 -0.172 -0.336 0.08
H 0.822 5.601 -3.131 0.040 0.143 0.448 0.07
H -1.030 4.847 -1.807 0.472 -0.093 0.117 0.11
H -2.532 4.640 -2.626 0.005 0.283 -0.545 0.12
H -0.622 2.281 -2.247 0.573 0.308 -0.855 0.10
H -2.376 1.022 -3.751 0.837 -0.319 0.689 0.05
H -1.722 2.401 -4.584 -0.273 -0.011 -0.291 0.07
H -3.360 2.310 -3.874 0.072 1.128 0.452 0.07
H -2.069 3.060 -0.540 -0.111 -0.120 0.519 0.06
H -2.337 1.517 -0.998 0.153 -0.009 0.015 0.02
C 0.986 -5.733 -0.543 -0.077 0.611 -1.235 -0.08
O 1.272 -5.037 -1.807 0.077 -0.368 0.973 -0.20
C 0.173 -4.361 -2.445 0.437 -0.889 0.385 -0.19
C 0.475 -4.113 -3.917 -0.266 1.246 -2.503 -0.39
C 1.447 -2.956 -4.231 0.677 0.182 1.390 -0.07
N -0.760 -3.665 -4.638 -1.336 0.055 0.235 0.00
H 1.874 -5.867 0.075 0.468 0.074 -0.686 0.07
H 0.582 -6.712 -0.801 -0.207 -0.039 0.225 0.08
H 0.331 -5.189 0.137 -0.508 0.245 -0.375 0.07
H -0.720 -4.986 -2.446 -0.211 -0.168 0.296 0.12
H -0.023 -3.463 -1.859 -0.221 0.364 -0.345 0.12
H 0.795 -4.994 -4.473 0.499 -0.504 0.854 0.13
H 1.085 -2.053 -3.741 -0.391 0.114 -0.151 0.07
H 1.632 -2.705 -5.276 -0.416 -0.440 -0.093 0.07
H 2.427 -3.078 -3.769 0.155 -0.479 -0.025 0.07
H -1.576 -4.260 -4.595 -0.293 -0.519 1.583 0.06
H -0.758 -3.752 -5.644 1.568 0.601 -0.466 0.06
N 1.234 -6.186 3.431 2.431 -0.224 -0.183 0.17
C 1.195 -5.130 4.282 -1.977 -1.814 0.360 -0.68
N -0.075 -4.842 4.557 -2.059 2.208 0.935 0.16
O 2.085 -4.574 4.892 1.299 0.131 -0.698 0.03
H 2.147 -6.618 3.438 -0.346 -0.422 -0.598 0.11
H 0.433 -6.601 2.977 0.362 0.232 0.273 0.11
H -0.146 -4.014 5.131 -0.449 -0.262 0.101 0.11
H -0.888 -5.439 4.504 0.490 0.042 -0.249 0.12
N 2.853 -1.715 5.233 -3.781 2.213 0.296 0.18
C 4.146 -1.765 5.298 4.713 2.236 0.022 -0.75
N 4.496 -3.003 5.141 1.933 -5.478 -0.598 0.15
O 5.038 -0.894 5.428 -2.009 0.081 0.100 -0.01
H 2.403 -0.811 5.237 -0.121 -0.465 -0.097 0.08
H 2.392 -2.604 5.097 -0.578 0.583 0.051 0.07
H 5.438 -3.356 5.057 -0.098 0.857 0.231 0.12
H 3.796 -3.716 4.994 0.235 0.042 0.035 0.05
C 1.251 2.532 5.158 -1.794 -0.072 0.706 -0.10
C 2.608 1.992 4.942 0.604 -0.268 0.981 -0.34
O 2.728 1.147 3.834 0.031 0.318 -1.493 -0.09
H 0.571 1.748 5.490 -0.047 -0.073 0.125 0.06
H 0.732 2.957 4.299 0.467 0.258 -0.301 0.08
H 1.267 3.275 5.956 0.016 0.124 -0.029 0.08
H 2.879 1.295 5.736 0.208 0.677 0.684 0.11
H 3.288 2.843 4.910 0.526 -0.283 -0.058 0.12
H 3.064 1.724 3.144 -0.001 -0.444 -0.515 0.09
```
Forces are in eV/Å.

Energy above the lowest of the compared OMol25 structures with the same formula, charge and spin
In order: 20.39; 0.00; 478.21; 464.42
Unit: kJ/mol
Molecular weight
In order: 1122.90; 278.26; 100.12; 611.87
Unit: g/mol
E_tot
In order: -153512.4176; -27029.4830; -9404.8758; -55792.3694
Unit: eV